{"formula": "C23H41Cl2F18N3O13S", "method": "ωB97M-V/def2-TZVPD", "species": ["N", "H", "H", "H", "H", "N", "H", "H", "H", "H", "N", "H", "H", "H", "H", "C", "F", "F", "F", "S", "O", "O", "O", "C", "C", "O", "C", "O", "C", "F", "F", "F", "H", "H", "H", "H", "H", "C", "C", "O", "C", "O", "C", "F", "F", "F", "H", "H", "H", "H", "H", "C", "C", "O", "C", "O", "C", "F", "F", "F", "H", "H", "H", "H", "H", "C", "C", "O", "C", "O", "C", "F", "F", "F", "H", "H", "H", "H", "H", "C", "C", "O", "C", "O", "C", "F", "F", "F", "H", "H", "H", "H", "H", "Cl", "C", "C", "Cl", "H", "H", "H", "H"], "xyz": [[1.5603, 3.8141, -2.1239], [1.0816, 4.6568, -1.8395], [1.1895, 3.5906, -3.0364], [1.1887, 3.1038, -1.5094], [2.5672, 3.7552, -2.1757], [0.5352, -0.8211, -4.9507], [-0.3606, -0.6341, -5.3782], [1.2554, -0.2375, -5.3518], [0.8660, -1.7716, -5.0363], [0.4470, -0.5602, -3.9790], [-1.7594, 2.0950, -4.3801], [-1.9953, 1.3377, -5.0053], [-0.7718, 2.2731, -4.4936], [-1.9169, 1.7985, -3.4275], [-2.1916, 2.9928, -4.5455], [-1.0749, -0.1108, 0.2619], [-0.0574, -0.8466, 0.6519], [-2.1408, -0.9375, 0.0811], [-1.2957, 0.7929, 1.2844], [-0.5412, 0.8778, -1.3367], [-0.1531, -0.1011, -2.3996], [-1.7464, 1.6216, -1.6900], [0.5630, 1.8034, -0.9850], [-5.3939, -0.2716, 0.7885], [-5.5682, -0.6423, 2.2903], [-5.4901, 0.4359, 3.2641], [-6.3758, 1.4409, 3.2697], [-7.2763, 1.6354, 2.4442], [-6.3962, 2.3670, 4.5607], [-5.6771, 1.9044, 5.5589], [-5.9123, 3.6129, 4.3121], [-7.6205, 2.5864, 5.0300], [-6.2041, 0.3202, 0.3626], [-5.1344, -1.1196, 0.1548], [-4.4978, 0.3316, 0.6426], [-4.8604, -1.4292, 2.5510], [-6.4992, -1.1828, 2.4609], [3.1494, -1.0458, -2.2122], [3.4458, 0.4418, -1.9070], [4.6104, 0.9469, -2.5202], [4.9040, 2.3127, -2.4865], [4.1853, 3.0796, -1.8299], [6.1860, 2.7676, -3.2447], [7.0376, 1.8129, -3.5340], [5.7684, 3.3233, -4.3442], [6.8740, 3.5689, -2.4419], [3.8263, -1.8086, -1.8275], [3.1141, -1.2945, -3.2729], [2.1880, -1.1933, -1.7203], [3.6299, 0.6391, -0.8510], [2.6094, 1.0691, -2.2155], [0.7980, -2.3251, 3.5743], [1.7706, -1.2271, 3.2921], [3.0973, -1.5944, 3.5808], [3.9456, -2.1209, 2.6686], [3.6142, -2.4239, 1.5408], [5.4205, -2.2695, 3.2445], [5.8334, -1.0682, 3.7612], [5.4529, -3.2486, 4.1261], [6.2095, -2.5623, 2.1794], [0.7310, -2.5254, 4.6437], [1.0257, -3.2651, 3.0717], [-0.2446, -2.0415, 3.4306], [1.5656, -0.4121, 3.9862], [1.5433, -0.8981, 2.2781], [0.5642, -4.1569, -0.6157], [1.3841, -5.4007, -0.7975], [1.4247, -6.1323, 0.4319], [2.5107, -6.1336, 1.1983], [3.5774, -5.5730, 0.9516], [2.3627, -7.0020, 2.4927], [1.1349, -7.5377, 2.5714], [3.3075, -7.9274, 2.4984], [2.5817, -6.2122, 3.5222], [1.0601, -3.4972, 0.0963], [-0.4643, -4.3271, -0.2973], [0.5234, -3.6106, -1.5580], [2.3982, -5.1091, -1.0708], [0.9155, -6.0604, -1.5278], [-2.5477, 3.5199, 2.8680], [-1.1030, 3.6474, 2.3411], [-0.7744, 4.9971, 2.3164], [0.1524, 5.4992, 1.3581], [0.7374, 4.8837, 0.4983], [0.4582, 6.9560, 1.5535], [1.7230, 7.2030, 1.3388], [-0.3133, 7.6217, 0.7573], [0.1714, 7.3062, 2.7929], [-2.8054, 2.4712, 2.7201], [-3.2322, 4.1819, 2.3376], [-2.5014, 3.7662, 3.9288], [-1.0154, 3.2976, 1.3125], [-0.3497, 3.0935, 2.9014], [-3.1054, -3.7182, -2.0045], [-2.6672, -2.2961, -3.0351], [-3.7934, -1.2410, -3.0324], [-5.4076, -1.8643, -3.5196], [-2.5158, -2.6493, -4.0551], [-1.7284, -1.8359, -2.7268], [-3.5221, -0.5092, -3.7934], [-3.7743, -0.7699, -2.0497]], "e_tot_ev": -140368.603, "max_force_ev_per_a": 4.839, "orbital_gap_ev": [6.32, 1.92], "lumo_ev": [-9.327, -13.720], "s2": 0.757, "total_charge": 3, "multiplicity": 2}

{"formula": "CH6N3S", "method": "ωB97M-V/def2-TZVPD", "species": ["C", "N", "N", "N", "S", "H", "H", "H", "H", "H", "H"], "xyz": [[0.4342, 0.0538, 0.0159], [1.6422, -0.1992, -0.5195], [0.0721, 1.3207, 0.2233], [-0.3647, -0.9050, 0.4085], [-3.1250, 0.0485, -0.2010], [2.3330, 0.5336, -0.6005], [1.9868, -1.1444, -0.5940], [0.6517, 2.1000, -0.0424], [-0.8436, 1.5117, 0.6000], [-0.2351, -1.8454, 0.0612], [-3.6521, -0.8887, 0.5935]], "de_lowest_kcal_mol": 66.83, "e_tot_ev": -16430.025, "max_force_ev_per_a": 2.516, "orbital_gap_ev": [5.84, 5.93], "lumo_ev": [-8.479, -8.440], "total_charge": 1}

{"formula": "C10H36N16NiO10", "method": "ωB97M-V/def2-TZVPD", "species": ["Ni", "O", "C", "C", "O", "H", "H", "H", "H", "C", "O", "N", "N", "H", "H", "H", "H", "C", "O", "N", "N", "H", "H", "H", "H", "C", "O", "N", "N", "H", "H", "H", "H", "C", "O", "N", "N", "H", "H", "H", "H", "C", "O", "N", "N", "H", "H", "H", "H", "C", "O", "N", "N", "H", "H", "H", "H", "C", "O", "N", "N", "H", "H", "H", "H", "C", "O", "N", "N", "H", "H", "H", "H"], "xyz": [[1.3950, -0.7613, 1.9958], [1.3438, 0.9408, 0.7667], [0.0979, 0.9194, 0.1369], [-0.8141, -0.3803, 0.3088], [-0.5357, -1.3397, 1.3344], [0.0547, 1.0835, -0.9399], [-0.4476, 1.7761, 0.5325], [-0.7915, -0.9435, -0.6242], [-1.7910, 0.0643, 0.4989], [4.4546, -0.6993, 2.7357], [3.3485, -0.1706, 2.6453], [4.5671, -1.9030, 3.1437], [5.5920, -0.1574, 2.4889], [3.7212, -2.4495, 3.2203], [5.5004, -2.2663, 3.2741], [6.4450, -0.6688, 2.6645], [5.4889, 0.5999, 1.8287], [-1.6351, -4.7629, 0.6333], [-1.9957, -5.9731, 0.5787], [-0.4001, -4.2143, 0.6716], [-2.4622, -3.8048, 0.6654], [0.3442, -4.8706, 0.4833], [-0.3155, -3.2601, 0.9916], [-2.0157, -2.9012, 0.6003], [-3.4519, -3.9703, 0.7802], [-2.8806, -0.5090, -3.5259], [-3.9077, -0.1984, -4.1574], [-2.8658, -1.0773, -2.3065], [-1.7701, -0.5197, -4.1259], [-3.7300, -1.1557, -1.7897], [-1.9343, -1.3405, -2.0183], [-0.8619, -0.5716, -3.6870], [-1.8422, -0.4243, -5.1288], [0.3638, 4.9303, -0.6669], [-0.1058, 5.9688, -1.0140], [0.3794, 4.7592, 0.6296], [1.0039, 3.9906, -1.3595], [0.0237, 5.5177, 1.1938], [1.0375, 4.0662, 0.9563], [1.2140, 3.0898, -0.9540], [1.0670, 4.2122, -2.3429], [-3.4424, 3.7278, -0.6932], [-4.7117, 3.7426, -0.7115], [-2.7226, 3.8285, 0.4124], [-2.7630, 3.5575, -1.7421], [-3.1532, 3.6620, 1.3107], [-1.7140, 3.7805, 0.3915], [-3.1479, 3.6811, -2.6677], [-1.8062, 3.3051, -1.5396], [-2.7877, -2.2926, 4.3833], [-3.1322, -2.9116, 5.3658], [-1.6087, -2.2862, 3.8126], [-3.5654, -1.9356, 3.5256], [-1.4966, -1.9054, 2.8839], [-0.8305, -2.7474, 4.2618], [-3.0650, -1.8611, 2.6515], [-4.5548, -2.1307, 3.5811], [4.0897, 3.0015, 0.4411], [4.9502, 3.8430, 0.4529], [3.1481, 3.1155, 1.2839], [3.9841, 2.0075, -0.3691], [3.2055, 4.0237, 1.7221], [2.4623, 2.3745, 1.2578], [3.1769, 1.4078, -0.2748], [4.7033, 2.1612, -1.0613], [0.5332, -2.4044, -3.5311], [0.6540, -1.3144, -3.0068], [0.7993, -2.7877, -4.7442], [0.1617, -3.4974, -2.8740], [0.8943, -2.1621, -5.5314], [0.6426, -3.7548, -4.9898], [-0.0526, -3.4154, -1.8904], [0.2612, -4.4372, -3.2302]], "de_lowest_kcal_mol": 18.48, "e_tot_ev": -96315.677, "max_force_ev_per_a": 12.351, "orbital_gap_ev": [4.53, 8.39], "lumo_ev": [1.940, 1.774], "s2": 3.756, "total_charge": -1, "multiplicity": 4}

{"formula": "C22H26N5O5Ti", "method": "ωB97M-V/def2-TZVPD", "species": ["Ti", "C", "C", "C", "C", "C", "H", "H", "H", "H", "H", "O", "C", "O", "C", "C", "C", "C", "C", "O", "C", "C", "O", "O", "H", "H", "H", "H", "H", "H", "H", "H", "N", "C", "C", "N", "C", "C", "N", "H", "H", "H", "H", "H", "C", "C", "C", "C", "N", "N", "C", "H", "H", "H", "H", "H", "H", "H", "H"], "xyz": [[-0.0125, 0.5531, 0.2561], [0.2883, 3.3974, -0.6053], [0.7317, 3.4951, 0.7180], [-0.2169, 2.8988, 1.5407], [-1.2821, 2.4206, 0.7268], [-0.9473, 2.7371, -0.6149], [0.8143, 3.7681, -1.4731], [1.6787, 3.9078, 1.0299], [-0.1557, 2.7856, 2.6122], [-2.2403, 2.0677, 1.0750], [-1.5524, 2.5348, -1.4854], [1.1661, -3.3304, -0.6173], [1.0558, -2.1354, -0.7721], [0.4926, -1.3348, 0.1052], [1.4434, -1.4518, -2.0668], [0.1608, -0.8353, -2.6443], [0.3410, -0.4409, -4.1022], [1.2628, 0.7954, -3.9752], [1.4250, 0.9143, -2.4647], [0.1165, 0.4596, -1.9727], [2.3458, -0.1716, -1.9100], [2.7341, 0.0927, -0.4557], [3.6636, -0.5106, 0.0477], [1.9967, 0.9578, 0.1766], [1.8774, -2.2042, -2.7196], [-0.7489, -1.3876, -2.4207], [0.7822, -1.2528, -4.6789], [-0.6165, -0.1820, -4.5519], [2.2289, 0.6579, -4.4597], [0.7956, 1.6873, -4.3889], [1.6231, 1.9044, -2.0818], [3.2634, -0.2704, -2.4867], [-3.4872, -3.7380, 1.0436], [-3.3804, -2.4847, 0.5089], [-2.1982, -1.7430, 0.6531], [-2.0839, -0.5252, 0.1603], [-3.1476, -0.0098, -0.4698], [-4.3105, -0.7457, -0.5979], [-4.4374, -1.9811, -0.1199], [-2.6466, -4.2506, 1.2455], [-4.2816, -4.2717, 0.7331], [-1.3260, -2.1595, 1.1412], [-3.0675, 0.9883, -0.8752], [-5.1702, -0.3320, -1.1103], [3.1537, -1.0192, 4.4535], [1.8278, -0.6076, 3.9077], [0.5776, -0.5360, 4.4987], [-0.2876, -0.0975, 3.4842], [0.3904, 0.0810, 2.3515], [1.6666, -0.2358, 2.6372], [-1.7613, 0.1382, 3.5676], [3.1153, -1.0281, 5.5407], [3.9428, -0.3364, 4.1382], [3.4229, -2.0178, 4.1074], [0.3263, -0.7622, 5.5209], [2.3798, -0.1079, 1.9231], [-2.0341, 0.4474, 4.5754], [-2.3126, -0.7752, 3.3341], [-2.0742, 0.9101, 2.8677]], "de_lowest_kcal_mol": 2.36, "e_tot_ev": -64043.142, "max_force_ev_per_a": 1.309, "orbital_gap_ev": [7.77, 7.86], "lumo_ev": [-0.088, -0.173], "s2": 0.754, "total_charge": 0, "multiplicity": 2}

{"formula": "C19H22BHfIN4O2S4", "method": "ωB97M-V/def2-TZVPD", "species": ["Hf", "C", "N", "C", "C", "N", "B", "N", "C", "C", "N", "C", "C", "S", "C", "S", "H", "H", "H", "H", "H", "H", "H", "H", "H", "H", "H", "H", "C", "C", "S", "C", "C", "S", "H", "H", "H", "H", "H", "H", "I", "C", "C", "C", "C", "C", "C", "C", "O", "O", "H", "H", "H", "H"], "xyz": [[-0.3372, 0.7258, 0.1174], [3.3614, -0.2760, 1.4589], [2.3444, 0.0905, 2.4384], [2.3317, 1.2491, 3.1697], [1.2720, 1.1677, 4.0112], [0.6518, -0.0355, 3.8015], [-0.5460, -0.5602, 4.6796], [-1.7491, -0.9630, 3.7647], [-2.4285, -2.1514, 3.9187], [-3.4342, -2.1787, 3.0162], [-3.3529, -0.9982, 2.3054], [-4.2040, -0.6250, 1.1871], [-2.3115, -0.2830, 2.7689], [-1.8580, 1.2875, 2.1891], [1.3257, -0.6927, 2.8548], [0.9704, -2.2778, 2.2216], [3.7670, 0.6390, 1.0348], [2.8996, -0.8601, 0.6689], [4.1516, -0.8545, 1.9340], [3.0345, 2.0441, 2.9923], [0.8823, 1.8807, 4.7145], [-0.1969, -1.5601, 5.2583], [-0.8507, 0.3471, 5.4156], [-2.1326, -2.8707, 4.6598], [-4.1832, -2.9214, 2.8091], [-4.9024, -1.4393, 1.0129], [-3.6042, -0.4660, 0.2919], [-4.7528, 0.2853, 1.4179], [2.2364, -0.3063, -1.9329], [1.5661, 0.6099, -0.9375], [-0.3589, -1.8478, 0.6699], [1.9361, 1.8915, -0.7555], [3.0033, 2.6538, -1.4791], [1.0151, 2.8319, 0.4923], [1.9084, -1.3389, -1.7949], [3.3279, -0.2923, -1.8443], [1.9969, -0.0289, -2.9655], [3.4542, 2.0613, -2.2756], [3.7836, 2.9647, -0.7791], [2.5817, 3.5657, -1.9076], [0.0354, -1.1184, -7.9739], [-0.4990, -0.5382, -6.0444], [-0.7423, -1.5120, -5.0851], [-1.0812, -1.1226, -3.7988], [-1.1693, 0.2281, -3.4860], [-0.9215, 1.1953, -4.4522], [-0.5936, 0.8145, -5.7426], [-1.4140, 0.6387, -2.0885], [-1.1201, 1.7930, -1.6684], [-1.7717, -0.2286, -1.2107], [-0.6647, -2.5605, -5.3355], [-1.2665, -1.8606, -3.0295], [-0.9802, 2.2424, -4.1854], [-0.4107, 1.5608, -6.5027]], "de_lowest_kcal_mol": 47.23, "e_tot_ev": -83545.723, "max_force_ev_per_a": 0.471, "orbital_gap_ev": 7.24, "lumo_ev": -0.199, "total_charge": 0}